*A*
Computed, not measured: a cluster of 15 separate species, H30O15 in total, with ωB97M-V with the def2-TZVPD basis set.

Structure (ORCA input):
```
! RIJCOSX wB97M-V def2-TZVPD def2/J DEFGRID3
* xyz 0 1
O 0.80663 -0.06338 -0.57350
H 1.05374 0.85185 -0.41315
H 0.22163 -0.17743 0.20611
O -3.71830 -0.10505 1.48793
H -4.08069 -0.99753 1.49077
H -3.93416 0.33850 2.31108
O 1.56085 2.45739 0.73819
H 1.09242 2.83710 1.51319
H 2.50410 2.33472 0.84235
O -2.63922 -3.08703 1.98929
H -2.68350 -3.95851 1.59382
H -1.84474 -2.65610 1.66816
O 2.53099 -1.83408 -1.82208
H 2.41524 -1.49963 -2.71866
H 1.92685 -1.18758 -1.39482
O -2.76651 -3.81039 -1.18015
H -1.89434 -3.62264 -0.81593
H -2.91732 -2.99859 -1.67862
O 1.91982 0.81553 3.47475
H 1.39623 0.87342 2.67711
H 2.39982 1.64695 3.44148
O 2.41421 1.51571 -2.36914
H 2.58894 1.59281 -1.43005
H 3.23779 1.84232 -2.73778
O -0.62013 -2.07529 -2.98601
H -0.66333 -1.11822 -3.12470
H -0.17555 -2.45205 -3.74359
O -2.17936 2.77174 0.05609
H -2.76855 3.42013 -0.34090
H -1.96428 2.18329 -0.67614
O -0.11453 3.84600 2.23904
H -0.91447 3.68587 1.74054
H 0.24685 4.66793 1.89917
O 4.47524 -0.50001 -0.15585
H 5.09543 -0.75050 -0.82658
H 3.61210 -0.49342 -0.56795
O -1.09677 0.35587 1.30722
H -1.73364 -0.35423 1.44201
H -1.72982 1.06100 1.11210
O -0.87466 0.68069 -2.65950
H -1.03778 0.41642 -1.74852
H -0.15431 1.32039 -2.62584
O -0.05948 -2.51033 1.08932
H 0.67769 -2.17685 0.56148
H 0.38891 -3.08678 1.70827
*
```

The calculation puts the molar mass at 270.23 Da. The value obtained for the HOMO-LUMO gap is 0.3865 hartree. The LUMO energy is -0.13 eV. For the HOMO energy, the calculation gives -10.643 eV.

---

*B*
Computed, not measured: a structure of composition H30O15, with ωB97M-V with the def2-TZVPD basis set.

Structure (ORCA input):
```
! RIJCOSX wB97M-V def2-TZVPD def2/J DEFGRID3
* xyz 0 1
H 0.47683 0.54798 -1.15657
H 0.76429 0.20545 0.29604
H 2.24456 -1.99239 0.76661
H 2.69223 -1.87669 -0.68123
H -4.03104 -0.86156 -0.36328
H -5.36845 -0.50396 -0.99058
H 0.70298 3.13909 2.84005
H 1.99727 2.44957 2.44076
H 2.95666 0.56003 -2.35331
H 1.49295 0.68512 -2.74314
H -1.69294 1.74120 -1.08156
H -0.64571 2.84240 -1.05495
H 0.10755 -4.48611 -0.17461
H 0.42255 -3.05370 -0.57338
H 0.52001 0.50240 -6.12382
H 0.71029 0.03720 -4.68944
H -0.57459 3.75353 -2.91241
H 0.82424 4.33773 -2.80280
H 4.12277 -0.90224 0.08033
H 5.26746 0.08284 0.25158
H 1.46000 -2.28854 4.25693
H 0.29051 -1.61313 3.55969
H -1.29030 -3.22284 -1.60070
H -1.10944 -1.71466 -1.54857
H -1.94811 2.10097 1.12683
H -1.34660 3.35080 1.74822
H -1.58013 0.17661 5.09038
H -1.89331 -0.75444 3.93059
H -3.22506 -0.28301 1.36105
H -2.70110 -1.41465 2.22990
O 0.10121 0.61447 -0.27143
O 2.71880 -2.47081 0.07726
O -4.75340 -1.23760 -0.87881
O 1.08328 2.57154 2.16016
O 2.12011 0.93445 -2.05502
O -0.76852 1.90570 -0.86392
O 0.81484 -3.83147 -0.16086
O 0.14339 -0.08538 -5.45924
O 0.23126 3.70231 -2.38614
O 4.48275 -0.25534 0.69751
O 0.49770 -2.23501 4.26631
O -1.03442 -2.50822 -1.00670
O -1.10950 2.55929 1.25195
O -1.30872 -0.03324 4.18966
O -2.86513 -1.17570 1.31067
*
```

The calculation puts the molar mass at 270.22 Da. The value obtained for the HOMO-LUMO gap is 0.2673 hartree. The LUMO energy is -0.17 eV. For the HOMO energy, the calculation gives -7.446 eV.

---

It turns out *A* is the most stable, with the second structure 186.4 kcal/mol higher.